Entry P
13
Properties=species:S:1:pos:R:3:lowdin_charge:R:1 method="wB97M-V/def2-TZVPD" orbital_gap_ev=9.6 homo_ev=-8.69 lumo_energy_ev=0.893 multiplicity=1
C 1.25 0.53 -1.20 -0.12
C -0.12 0.48 -0.53 -0.27
C -0.18 0.22 0.95 -0.12
C -1.01 -0.68 1.49 -0.21
O -1.50 -1.77 0.82 -0.01
H 1.71 -0.46 -1.28 0.07
H 1.93 1.17 -0.63 0.07
H 1.17 0.94 -2.21 0.07
H -0.58 1.47 -0.64 0.11
H -0.79 -0.20 -1.07 0.10
H 0.31 0.93 1.60 0.10
H -1.41 -0.63 2.49 0.11
H -0.79 -2.00 0.20 0.10

***

Entry Q
13
Properties=species:S:1:pos:R:3:lowdin_charge:R:1 method="wB97M-V/def2-TZVPD" smiles="C=CC=C.O" orbital_gap_ev=10.7 homo_ev=-9.79 lumo_energy_ev=0.906 multiplicity=1
C 1.44 -0.48 1.02 0.00
C 0.54 0.47 0.95 -0.20
C -0.39 0.87 -0.15 -0.27
C -0.14 1.20 -1.37 -0.01
H 1.67 -1.14 0.18 0.08
H 2.03 -0.65 1.87 0.04
H 0.32 1.19 1.81 0.12
H -1.47 1.20 0.18 0.14
H -0.79 1.73 -2.01 0.04
H 0.82 0.74 -1.75 0.10
O -1.26 -2.16 -0.21 -0.11
H -0.68 -1.39 -0.43 -0.01
H -2.08 -1.59 -0.08 0.07

***

Entry R
13
Properties=species:S:1:pos:R:3:lowdin_charge:R:1 method="wB97M-V/def2-TZVPD" orbital_gap_ev=8.5 homo_ev=-7.75 lumo_energy_ev=0.712 multiplicity=1
C -1.51 0.56 0.27 0.00
C -0.30 -0.69 -0.49 -0.13
C 1.02 -0.76 0.18 -0.19
C 1.86 0.35 -0.07 -0.37
O 1.49 1.35 -0.71 -0.07
H -1.18 1.54 -0.07 0.07
H -1.68 0.54 1.35 0.09
H -2.39 0.19 -0.25 0.08
H -0.91 -1.58 -0.46 0.12
H -0.27 -0.15 -1.44 0.12
H -0.31 -0.04 0.55 0.09
H 1.28 -1.61 0.80 0.09
H 2.88 0.30 0.35 0.11

***

Entry S
13
Properties=species:S:1:pos:R:3:lowdin_charge:R:1 method="wB97M-V/def2-TZVPD" smiles="C=CO.C=C" orbital_gap_ev=10.3 homo_ev=-9.24 lumo_energy_ev=1.074 multiplicity=1
C 5.26 -2.01 -1.77 -0.01
C 4.15 -1.54 -2.32 -0.27
O 2.96 -2.23 -2.42 -0.03
H 6.12 -1.35 -1.75 0.05
H 5.50 -3.01 -1.43 0.06
H 4.03 -0.66 -2.94 0.11
H 3.06 -3.09 -2.00 0.09
C -4.95 2.54 1.88 -0.09
C -5.38 2.08 3.04 -0.08
H -3.93 2.48 1.51 0.04
H -5.62 3.00 1.17 0.04
H -4.76 1.60 3.78 0.04
H -6.44 2.20 3.26 0.05

***

Of them, the most stable is entry P and the least stable is entry R.

***

Entry P
13
Properties=species:S:1:pos:R:3:lowdin_charge:R:1 method="wB97M-V/def2-TZVPD" smiles=OCC1CC1 orbital_gap_ev=11.1 homo_ev=-10.11 lumo_energy_ev=1.001 multiplicity=1
O 2.01 0.52 -0.25 -0.14
C 1.08 -0.60 -0.08 -0.26
C -0.22 -0.22 0.52 -0.33
C -1.38 -0.30 -0.37 -0.17
C -0.88 1.06 -0.01 -0.09
H 2.41 0.85 0.68 0.16
H 1.57 -1.45 0.45 0.12
H 0.91 -0.93 -1.12 0.12
H -0.23 -0.74 1.58 0.17
H -1.23 -0.66 -1.39 0.10
H -2.25 -0.84 0.02 0.10
H -1.38 1.70 0.80 0.13
H -0.42 1.61 -0.82 0.10

***

Entry Q
13
Properties=species:S:1:pos:R:3:lowdin_charge:R:1 method="wB97M-V/def2-TZVPD" orbital_gap_ev=10.8 homo_ev=-9.61 lumo_energy_ev=1.234 multiplicity=1
C -0.38 -1.10 -1.29 -0.04
C 0.02 -0.61 0.08 -0.37
C 0.86 0.67 0.23 -0.10
C -0.27 1.10 1.16 -0.20
O -1.13 0.08 0.66 -0.12
H -0.66 -2.15 -1.30 0.08
H -1.27 -0.49 -1.48 0.09
H 0.35 -0.90 -2.08 0.08
H 0.38 -1.40 0.76 0.14
H 1.85 0.60 0.69 0.10
H 0.93 1.21 -0.72 0.11
H -0.66 2.12 1.09 0.12
H -0.02 0.87 2.20 0.11

***

Of them, the most stable is entry Q and the least stable is entry P.

***

Entry P
13
Properties=species:S:1:pos:R:3:lowdin_charge:R:1 method="wB97M-V/def2-TZVPD" orbital_gap_ev=9.0 homo_ev=-8.04 lumo_energy_ev=0.992 multiplicity=1
O 2.17 -0.16 -0.78 -0.10
C 1.06 0.27 0.60 -0.01
C -0.11 0.02 -0.15 -0.37
C -1.38 0.78 -0.26 -0.14
C -1.38 -0.67 0.21 -0.14
H 2.53 -1.05 -0.63 0.08
H 1.43 1.28 0.74 0.10
H 1.41 -0.45 1.35 0.10
H 1.06 -0.27 -1.09 0.13
H -1.61 1.53 0.49 0.09
H -1.79 1.00 -1.25 0.09
H -1.61 -0.85 1.26 0.09
H -1.79 -1.43 -0.46 0.09

***

Entry Q
13
Properties=species:S:1:pos:R:3:lowdin_charge:R:1 method="wB97M-V/def2-TZVPD" orbital_gap_ev=9.4 homo_ev=-8.65 lumo_energy_ev=0.722 multiplicity=1
C -0.25 0.30 -0.83 -0.23
C -0.27 -1.13 -0.27 -0.16
C 0.63 -0.88 0.94 -0.17
O 0.33 0.46 1.40 -0.07
C -0.21 1.12 0.34 -0.27
H 0.54 0.41 -1.56 0.09
H -0.72 1.55 -1.37 0.12
H 0.14 -1.88 -0.95 0.11
H -1.27 -1.45 0.04 0.11
H 0.43 -1.54 1.78 0.12
H 1.70 -0.93 0.68 0.12
H -1.00 1.78 0.67 0.10
H -0.11 2.24 -0.84 0.13

***

Of them, the most stable is entry P and the least stable is entry Q.

***

Entry P
7
Properties=species:S:1:pos:R:3:lowdin_charge:R:1 method="wB97M-V/def2-TZVPD" smiles=Sc1nnno1 orbital_gap_ev=10.8 homo_ev=-10.41 lumo_energy_ev=0.401 multiplicity=1
S -2.02 -0.23 0.00 0.89
C -0.28 -0.22 -0.01 -0.81
N 0.48 -1.28 0.00 0.04
N 1.72 -0.76 0.01 -0.03
N 1.76 0.49 -0.01 0.06
O 0.41 0.90 0.00 -0.04
H -2.06 1.11 0.02 -0.11

***

Entry Q
7
Properties=species:S:1:pos:R:3:lowdin_charge:R:1 method="wB97M-V/def2-TZVPD" orbital_gap_ev=8.9 homo_ev=-10.66 lumo_energy_ev=-1.748 multiplicity=1
C 0.01 -0.18 0.46 -0.27
N 0.98 -0.01 1.36 -0.11
N 0.61 -0.05 2.56 -0.09
N -0.82 -0.25 2.80 -0.19
O -2.83 -0.46 0.84 -0.41
S -1.50 -0.03 1.31 0.94
H 0.00 -0.03 -0.69 0.12

***

Of them, the most stable is entry P and the least stable is entry Q.

***

Entry P
9
Properties=species:S:1:pos:R:3:lowdin_charge:R:1 method="wB97M-V/def2-TZVPD" orbital_gap_ev="8.5 / 9.2" homo_ev="-8.85 / -9.50" lumo_energy_ev="-0.319 / -0.330" multiplicity=1
C 1.06 -0.19 -0.56 0.12
C -1.23 -0.29 0.34 -0.11
N -0.17 -0.29 -0.53 -0.01
O 2.93 -0.53 0.60 -0.30
H 1.54 0.08 -1.47 0.09
H 2.63 -0.90 1.47 -0.05
H -1.94 0.62 0.11 0.14
H -1.91 -1.05 0.27 0.05
H -0.89 -0.22 1.33 0.07

***

Entry Q
9
Properties=species:S:1:pos:R:3:lowdin_charge:R:1 method="wB97M-V/def2-TZVPD" orbital_gap_ev=9.2 homo_ev=-10.12 lumo_energy_ev=-0.962 multiplicity=1
C 0.49 0.69 0.56 -0.06
C -0.16 -0.54 0.05 -0.64
N -0.29 -0.33 -1.37 0.20
O -0.11 -1.61 0.83 -0.02
H 0.52 0.70 1.67 0.09
H 1.61 0.68 0.37 0.11
H 0.02 1.65 0.21 0.09
H -0.88 -0.84 -1.96 0.05
H -1.19 -0.39 -0.36 0.18

***

Of them, the most stable is entry Q and the least stable is entry P.

***

Entry P
9
Properties=species:S:1:pos:R:3:lowdin_charge:R:1 method="wB97M-V/def2-TZVPD" orbital_gap_ev=10.4 homo_ev=-9.41 lumo_energy_ev=0.999 multiplicity=1
C -1.04 -0.38 0.00 -0.10
C -0.08 0.75 -0.06 -0.23
N 1.23 0.76 0.03 -0.04
O 1.69 -0.49 -0.01 -0.08
H -0.75 -1.22 -0.71 0.09
H -1.12 -0.68 1.12 0.11
H -2.08 0.08 -0.26 0.09
H -0.49 1.71 -0.04 0.07
H 2.64 -0.52 -0.06 0.09

***

Entry Q
9
Properties=species:S:1:pos:R:3:lowdin_charge:R:1 method="wB97M-V/def2-TZVPD" orbital_gap_ev=10.0 homo_ev=-8.74 lumo_energy_ev=1.214 multiplicity=1
C 0.43 1.42 -0.27 -0.12
C 0.01 -0.81 -0.41 -0.20
O 0.33 0.19 0.43 -0.18
N -0.51 -1.77 0.34 0.07
H 0.56 2.20 0.47 0.08
H -0.50 1.59 -0.81 0.08
H 1.25 1.41 -0.99 0.08
H -0.68 -1.65 1.34 0.10
H -0.88 -2.58 -0.11 0.08

***

Of them, the most stable is entry Q and the least stable is entry P.